Record 1
Molecular formula: H4IO2
Method: DFT, ωB97M-V/def2-TZVPD

## Properties
Charge: -1
E_HOMO (eV): -3.9
ΔE to the lowest compared entry with this formula, charge and spin (kJ/mol): 8.26
Total energy (a.u.): -450.67849
Frontier orbital gap (Eh): 0.2799

Cartesian coordinates (Å):
I: -0.05 -2.42 0.66
O: -0.64 -0.22 -1.96
H: -0.59 -0.84 -1.23
H: -0.58 0.64 -1.54
O: 0.84 1.10 1.07
H: 0.40 0.25 1.07
H: 0.62 1.48 1.93

Charges in e, computed with Löwdin, in the same order as the atoms:
1. I -0.42
2. O -0.14
3. H -0.20
4. H 0.00
5. O -0.12
6. H -0.13
7. H 0.01

=====

Record 2
Molecular formula: C2H5IO2
Method: DFT, ωB97M-V/def2-TZVPD

## Properties
Charge: 0
E_HOMO (eV): -9.2
ΔE to the lowest compared entry with this formula, charge and spin (kJ/mol): 134.80
Total energy (a.u.): -527.32779
Frontier orbital gap (Eh): 0.3581

Cartesian coordinates (Å):
C: 1.09 0.38 0.88
C: -0.76 -0.52 -0.45
O: -0.70 0.21 -1.64
O: -0.32 0.14 0.66
I: -2.87 -0.80 -0.28
H: 1.18 1.44 0.98
H: 1.64 -0.21 0.16
H: 1.24 -0.13 1.81
H: -0.37 -1.49 -0.68
H: -0.13 0.97 -1.45

These are the Löwdin partial charges, in e, on atoms 1 to 8:
1. C -0.03
2. C -0.90
3. O -0.13
4. O -0.24
5. I 0.86
6. H 0.09
7. H 0.10
8. H 0.08

=====

Record 3
Molecular formula: C19H15FN2O4
Method: DFT, ωB97M-V/def2-TZVPD

## Properties
SMILES string: O=C1O[C@H](N2C(=O)CC[C@H]2C(=O)Nc2cccc(F)c2)c2ccccc21
Charge: 0
E_HOMO (eV): -9.0
ΔE to the lowest compared entry with this formula, charge and spin (kJ/mol): 0.00
Total energy (a.u.): -1243.45734
Frontier orbital gap (Eh): 0.3382

Cartesian coordinates (Å):
O: -0.53 -1.60 2.75
C: 0.14 -1.59 1.76
O: 1.47 -1.26 1.77
C: 2.02 -1.24 0.46
N: 2.61 0.04 0.19
C: 3.89 0.17 -0.24
O: 4.62 -0.76 -0.49
C: 4.20 1.65 -0.31
C: 2.84 2.32 -0.23
C: 1.95 1.30 0.49
C: 0.52 1.29 -0.09
O: 0.32 1.36 -1.28
N: -0.45 1.17 0.86
C: -1.82 0.95 0.68
C: -2.59 0.71 1.81
C: -3.94 0.45 1.69
C: -4.55 0.43 0.44
C: -3.76 0.68 -0.67
F: -4.33 0.65 -1.89
C: -2.41 0.94 -0.58
C: 0.88 -1.61 -0.44
C: 0.81 -1.71 -1.81
C: -0.42 -2.04 -2.37
C: -1.54 -2.27 -1.58
C: -1.47 -2.18 -0.20
C: -0.24 -1.84 0.36
H: 2.85 -1.96 0.41
H: 4.83 1.90 0.54
H: 4.75 1.88 -1.22
H: 2.43 2.48 -1.24
H: 2.86 3.28 0.29
H: 1.93 1.46 1.57
H: -0.15 1.12 1.83
H: -2.13 0.69 2.78
H: -4.53 0.26 2.57
H: -5.60 0.23 0.33
H: -1.83 1.13 -1.47
H: 1.67 -1.52 -2.43
H: -0.51 -2.12 -3.44
H: -2.48 -2.52 -2.04
H: -2.33 -2.34 0.43

These are the Löwdin partial charges, in e, on atoms 1 to 8:
1. O 0.14
2. C -0.43
3. O 0.10
4. C -0.18
5. N 0.06
6. C -0.44
7. O 0.09
8. C -0.06

=====

Record 4
Molecular formula: C3H10N2O3
Method: DFT, ωB97M-V/def2-TZVPD

## Properties
SMILES string: c1c[nH]cn1.O.O.O
Charge: 0
E_HOMO (eV): -9.1
ΔE to the lowest compared entry with this formula, charge and spin (kJ/mol): 92.66
Total energy (a.u.): -455.53632
Frontier orbital gap (Eh): 0.3464

Cartesian coordinates (Å):
C: -1.65 1.81 -0.40
C: -1.93 0.60 0.19
N: -1.72 -0.32 -0.78
C: -1.37 0.36 -1.91
N: -1.31 1.65 -1.71
H: -1.68 2.78 0.09
H: -2.30 0.53 1.20
H: -1.63 -1.32 -0.67
H: -1.01 -0.21 -2.75
O: -0.29 -2.12 1.13
H: 0.26 -2.78 1.56
H: -0.06 -1.25 1.45
O: 3.24 -1.58 0.44
H: 2.57 -1.82 -0.20
H: 3.31 -0.61 0.48
O: 2.10 1.34 0.35
H: 1.21 1.00 0.46
H: 2.27 1.94 1.08

These are the Löwdin partial charges, in e, on atoms 1 to 8:
1. C -0.18
2. C -0.15
3. N 0.04
4. C -0.21
5. N 0.05
6. H 0.10
7. H 0.11
8. H 0.13

=====

Record 5
Molecular formula: C20H44NOP3ReSe
Method: DFT, ωB97M-V/def2-TZVPD

## Properties
Charge: +4
<S²>: 3.79
E_HOMO (spin up / spin down) (eV): -20.0 / -20.0
ΔE to the lowest compared entry with this formula, charge and spin (kJ/mol): 172.92
Total energy (a.u.): -4420.54777
Frontier orbital gap (spin up / spin down) (Eh): 0.2169 / 0.2199
2S+1: 4

Cartesian coordinates (Å):
Re: 0.05 -1.06 0.50
P: -1.51 -1.19 2.21
P: 1.04 -3.12 0.37
P: -1.65 -1.19 -1.06
H: -0.09 3.48 -0.16
C: -1.14 3.45 -0.46
C: -2.07 3.47 0.52
H: -1.75 3.70 1.56
C: -1.13 -0.43 3.85
C: -2.02 -2.82 2.83
C: -3.10 -0.27 2.04
C: 2.38 -3.17 -0.90
C: 1.97 -3.44 1.93
C: -0.08 -4.52 0.01
C: -2.82 0.23 -1.30
C: -3.00 -2.44 -0.79
C: -1.51 -1.48 -2.89
H: -1.37 3.38 -1.53
H: -3.16 3.54 0.33
H: -1.19 0.66 3.76
H: -0.14 -0.74 4.21
H: -1.91 -0.80 4.51
H: -1.13 -3.44 3.02
H: -2.69 -3.29 2.09
H: -2.55 -2.60 3.76
H: -2.90 0.80 1.90
H: -3.62 -0.43 3.01
H: -3.72 -0.66 1.23
H: 3.11 -3.99 -0.76
H: 2.94 -2.22 -0.89
H: 1.93 -3.26 -1.90
H: 2.27 -4.48 2.07
H: 1.35 -3.10 2.77
H: 2.87 -2.81 1.97
H: 0.45 -5.51 -0.03
H: -0.60 -4.36 -0.96
H: -0.85 -4.56 0.80
H: -3.41 0.02 -2.21
H: -2.28 1.18 -1.43
H: -3.52 0.31 -0.46
H: -3.64 -2.41 -1.69
H: -3.59 -2.16 0.09
H: -2.55 -3.45 -0.67
H: -2.51 -1.47 -3.36
H: -1.04 -2.44 -3.11
H: -0.91 -0.67 -3.34
C: 1.46 2.35 -4.43
C: 1.10 3.54 -3.74
C: 1.12 4.81 -4.33
C: 1.58 4.97 -5.66
C: 2.10 3.84 -6.32
C: 2.06 2.57 -5.71
Se: 1.23 0.77 -3.53
H: 1.61 -1.20 1.07
H: 0.80 3.44 -2.70
H: 0.79 5.68 -3.77
H: 1.56 5.95 -6.13
H: 2.53 3.97 -7.32
H: 2.49 1.73 -6.24
C: 3.43 0.41 2.80
N: 2.42 1.45 2.99
C: 2.67 2.55 3.92
C: 1.20 1.39 2.45
O: 0.76 0.35 1.92
H: 4.33 0.77 3.32
H: 3.66 0.26 1.73
H: 3.09 -0.54 3.26
H: 1.84 3.28 3.82
H: 2.71 2.14 4.96
H: 3.65 3.03 3.70
H: 0.61 2.27 2.53

These are the Löwdin partial charges, in e, on atoms 1 to 8:
1. Re 0.82
2. P 0.73
3. P 0.64
4. P 0.68
5. H 0.04
6. C -0.10
7. C -0.07
8. H 0.06

=====

Record 6
Molecular formula: C3H10N2O2
Method: DFT, ωB97M-V/def2-TZVPD

## Properties
Charge: +1
<S²>: 0.76
E_HOMO (spin up / spin down) (eV): -13.5 / -13.5
ΔE to the lowest compared entry with this formula, charge and spin (kJ/mol): 166.43
Total energy (a.u.): -379.95734
Frontier orbital gap (spin up / spin down) (Eh): 0.3350 / 0.1508
2S+1: 2

Cartesian coordinates (Å):
C: 0.72 -1.68 -0.86
C: 1.33 -1.56 0.50
N: 1.25 -0.27 1.03
O: 1.83 -2.49 1.12
H: 1.10 -0.92 -1.51
H: -0.37 -1.58 -0.78
H: 0.96 -2.68 -1.22
H: 0.68 0.39 0.53
H: 1.46 -0.12 2.00
N: -2.57 1.09 -0.24
C: -1.74 2.19 -0.79
O: -0.33 2.01 -0.47
H: -2.36 0.23 -0.70
H: -2.36 0.96 0.76
H: -1.84 2.19 -1.92
H: -2.06 3.11 -0.29
H: 0.12 2.82 -0.72

These are the Löwdin partial charges, in e, on atoms 1 to 8:
1. C 0.07
2. C -0.37
3. N 0.26
4. O 0.39
5. H 0.12
6. H 0.12
7. H 0.11
8. H 0.08